Below is a molecular structure, C14H36AlN2O5 in a non-equilibrium geometry, with properties calculated with wB97M-V/def2-TZVPD.

CARTESIAN COORDINATES (ANGSTROEM)
1 Al -0.59265 0.25726 0.04536
2 C 5.44327 2.96461 4.78982
3 C 5.55138 2.02576 3.64162
4 O 4.55032 2.39073 2.74027
5 H 6.22847 2.77200 5.52089
6 H 4.51519 2.87411 5.35425
7 H 5.48863 4.00863 4.47992
8 H 5.49895 1.00720 4.02616
9 H 6.50879 2.09397 3.12508
10 H 4.83223 3.16212 2.24321
11 C 3.46747 -2.93503 0.09651
12 O 3.21807 -1.91759 -0.91738
13 C 4.39333 -1.76762 -1.70865
14 C 4.03636 -1.09417 -3.04015
15 N 3.61634 0.30801 -2.91258
16 C 3.32218 0.76873 -4.25378
17 C 2.80888 2.22956 -4.21216
18 O 1.77224 2.30979 -3.13315
19 C 1.32897 3.67264 -3.11072
20 H 3.89764 -3.85984 -0.28790
21 H 2.48844 -3.09931 0.54663
22 H 4.14696 -2.52199 0.84202
23 H 4.87875 -2.71793 -1.93087
24 H 5.13896 -1.19250 -1.15967
25 H 3.32679 -1.70612 -3.59704
26 H 4.97731 -1.22273 -3.57512
27 H 4.46212 0.76371 -2.60097
28 H 2.56757 0.12959 -4.71223
29 H 4.24404 0.79408 -4.83484
30 H 2.39360 2.41479 -5.20278
31 H 3.60160 2.93617 -3.96642
32 H 0.62504 3.75111 -2.28221
33 H 0.83024 3.94608 -4.04056
34 H 2.05692 4.45761 -2.90579
35 C -5.40934 1.27546 -1.81061
36 O -5.24998 0.64592 -0.53841
37 C -6.41083 0.54190 0.21875
38 C -6.28868 -0.59586 1.28343
39 N -5.10959 -0.33008 2.12733
40 C -5.02104 -1.33274 3.17745
41 C -4.89225 -2.75374 2.61891
42 O -3.85818 -2.89182 1.70973
43 C -3.55667 -4.32118 1.56788
44 H -5.89883 2.24516 -1.72021
45 H -5.84503 0.73491 -2.65090
46 H -4.37949 1.52696 -2.06408
47 H -7.30262 0.48288 -0.40521
48 H -6.51611 1.43703 0.83175
49 H -6.25460 -1.47518 0.64021
50 H -7.21257 -0.67670 1.85614
51 H -5.23159 0.58605 2.53467
52 H -5.95395 -1.25867 3.73628
53 H -4.17005 -1.09149 3.81441
54 H -5.81714 -3.05331 2.12604
55 H -4.82139 -3.46895 3.43840
56 H -4.36489 -4.91768 1.14473
57 H -3.25567 -4.80824 2.49540
58 H -2.80374 -4.50379 0.80116

Cartesian forces, eV/Å:
0.007 0.004 -0.052
0.210 1.121 1.637
0.848 -0.121 -0.093
-1.135 -1.015 -0.793
0.275 0.060 -0.096
-0.186 -0.327 -0.318
0.262 -0.007 -0.071
-0.752 -0.147 -0.487
0.332 0.221 0.193
0.173 0.227 0.036
-0.885 0.935 0.080
1.245 -1.122 -0.106
-0.801 0.470 -0.184
-0.506 -0.789 1.622
1.810 -2.170 -1.688
-1.451 2.143 0.486
-0.653 -1.461 1.158
1.580 0.907 -1.928
-0.916 -0.055 0.773
-0.149 0.063 -0.309
0.234 -0.286 0.064
0.105 0.014 0.087
-0.185 -0.285 0.058
0.103 0.384 0.082
-0.327 0.277 0.156
0.430 0.543 -0.484
-0.093 0.877 0.858
0.195 -0.074 0.009
0.132 -0.278 -0.366
-0.234 0.551 0.144
0.015 0.018 -0.066
-0.246 -0.089 -0.164
-0.127 -0.140 -0.141
0.739 -0.442 -0.136
1.276 0.980 0.138
0.019 -0.370 -0.560
-0.404 -0.164 1.366
0.331 1.550 -2.372
-2.151 -1.636 -0.113
1.287 -0.008 -0.602
-0.963 0.124 0.378
1.004 -1.605 0.079
0.248 -0.050 -0.932
-0.381 -0.028 0.188
-0.277 -0.603 0.502
-0.036 -0.069 -0.382
-0.087 -0.401 0.104
-0.153 0.714 -0.083
0.547 -0.569 0.514
-0.091 0.014 0.380
0.645 0.613 -0.106
-0.168 -0.303 0.517
-0.122 0.007 0.129
-0.464 0.170 -0.226
0.230 0.001 0.283
-0.806 0.449 0.326
0.041 0.427 0.224
0.424 0.752 0.286

The net charge is +3. As for the energy: -34878.67222 eV. The value obtained for the LUMO energy is -14.775 eV. Its energy above the lowest of the compared OMol25 structures with the same formula, charge and spin is 117.7 kcal per mole. The maximum force is 3.3 eV/A.

***

Below is 5 unconnected molecules or ions with the total composition C11H24Cl8O2P, with properties calculated with wB97M-V/def2-TZVPD.

CARTESIAN COORDINATES (ANGSTROEM)
1 C -1.15542 0.73913 -1.20803
2 C 0.10312 0.04126 -1.63954
3 O 1.07048 0.62846 -2.08987
4 O 0.05402 -1.29460 -1.45334
5 C 1.31818 -1.95580 -1.51583
6 C 2.11949 -1.71517 -0.23909
7 C 1.51030 -2.50274 0.93659
8 C 1.53395 -1.79747 2.30496
9 C 2.60540 -0.69685 2.45498
10 P 1.95278 0.93728 2.00493
11 H -1.99778 0.05958 -1.21515
12 H -1.33348 1.60957 -1.82365
13 H -1.01404 1.06047 -0.17391
14 H 1.88962 -1.67210 -2.39002
15 H 1.10508 -3.01865 -1.59659
16 H 2.10914 -0.63675 -0.07901
17 H 3.12409 -2.08137 -0.44241
18 H 1.98445 -3.47797 1.00007
19 H 0.46876 -2.69729 0.68700
20 H 1.76500 -2.54022 3.06580
21 H 0.54317 -1.43020 2.56815
22 H 3.49987 -0.88928 1.87251
23 H 2.85958 -0.61384 3.51035
24 H 2.11564 1.86613 3.02912
25 H 0.62420 0.85882 1.60670
26 H 2.66338 1.43251 0.91101
27 C 4.81987 -0.81707 -3.03516
28 Cl 6.18160 -1.06342 -1.93353
29 Cl 4.40635 -2.28612 -3.92681
30 H 3.95725 -0.51467 -2.45172
31 H 5.08095 -0.04363 -3.74667
32 C -0.12555 4.85326 2.14719
33 Cl 0.63950 3.57965 1.16221
34 Cl 0.65000 4.99150 3.72082
35 H -0.02649 5.79014 1.61313
36 H -1.16733 4.59200 2.28520
37 C -4.91898 0.78339 -2.55826
38 Cl -3.62222 0.46742 -3.71669
39 Cl -4.36981 1.73507 -1.16041
40 H -5.69701 1.34238 -3.06314
41 H -5.29889 -0.16149 -2.19289
42 C -6.51491 -0.61626 1.42292
43 Cl -5.00320 -1.09937 2.20581
44 Cl -6.58306 -1.14347 -0.26220
45 H -7.34181 -1.06646 1.95777
46 H -6.58521 0.46423 1.44673

Cartesian forces, eV/Å:
0.245 -0.526 0.134
0.350 0.694 -0.612
-0.427 -0.638 0.620
0.078 0.408 0.217
0.435 -0.487 0.100
-0.595 -0.641 -0.267
-0.339 0.486 -0.187
0.443 -0.568 -0.025
-0.765 0.207 0.440
0.769 -0.415 -0.343
-0.122 -0.009 -0.085
-0.031 0.085 -0.082
-0.018 0.120 0.056
-0.110 0.261 -0.231
-0.191 -0.038 -0.096
0.317 0.066 -0.001
0.294 0.383 0.116
0.152 -0.022 0.061
-0.101 -0.070 0.058
-0.042 -0.034 0.085
-0.038 0.212 -0.024
0.143 -0.003 -0.007
0.253 0.042 0.029
-0.192 0.004 0.045
-0.081 0.002 0.156
-0.115 0.164 0.009
-0.097 0.051 -0.042
-0.031 0.016 0.057
-0.030 0.025 0.059
-0.023 -0.001 -0.007
0.076 -0.032 -0.023
-0.036 0.085 0.222
-0.136 0.227 -0.341
-0.022 -0.009 -0.009
0.092 -0.029 -0.042
0.012 -0.069 -0.010
-0.053 0.026 -0.094
-0.005 0.016 0.005
-0.145 -0.033 -0.050
0.031 0.068 0.014
0.120 0.056 -0.002
0.000 0.099 0.041
-0.013 0.022 0.011
-0.144 -0.132 0.094
0.028 -0.082 -0.012
0.059 0.012 -0.038

The net charge is +1. As for the energy: -125352.43507 eV. The value obtained for the LUMO energy is -3.026 eV. The maximum force is 1.0 eV/A.

***

Below is a gas-phase ion, C7H10N3O (charge +1) in a non-equilibrium geometry, with properties calculated with wB97M-V/def2-TZVPD.

CARTESIAN COORDINATES (ANGSTROEM)
1 C 0.80539 -1.47273 -0.27275
2 C -0.33871 -1.45046 -1.04030
3 C -0.67059 -0.08117 -1.22411
4 C 0.50892 1.95563 -0.64925
5 C -1.50002 3.22256 0.22316
6 C -1.09842 -2.64367 -1.63730
7 C -0.31058 1.89817 1.77999
8 N 0.36929 0.60098 -0.61256
9 N 1.18709 -0.21700 0.12558
10 N -0.52270 2.48239 0.48918
11 O -2.39376 3.88655 -0.04832
12 H 1.43300 -2.35836 -0.09532
13 H 1.57976 2.32622 -0.44486
14 H 0.20881 2.46802 -1.57320
15 H -0.59307 -2.95028 -2.69908
16 H -1.23540 -3.52272 -0.95963
17 H -2.13835 -2.39931 -1.88411
18 H -0.93832 0.96849 1.63956
19 H -0.82882 2.45938 2.51012
20 H 0.79401 1.74425 1.91573
21 H 2.12606 0.04267 0.16861

Cartesian forces, eV/Å:
0.372 -1.226 -0.190
-0.128 -0.236 0.386
0.269 0.963 -0.237
0.581 2.082 0.543
-0.509 0.407 -0.536
0.765 -0.523 -1.721
-0.510 -2.541 -0.172
-1.599 -1.389 -1.576
-0.967 -1.399 -0.576
1.130 2.060 -2.018
0.924 -0.668 0.293
-0.289 0.689 0.456
-1.777 -0.485 0.445
-0.261 -0.713 0.248
-1.130 0.486 2.740
0.817 0.661 -0.544
0.373 0.488 -0.025
1.409 0.213 0.983
0.053 0.764 1.071
-1.423 0.114 0.264
1.901 0.254 0.165

The net charge is +1. As for the energy: -13927.37693 eV. The value obtained for the LUMO energy is -4.665 eV. Its energy above the lowest of the compared OMol25 structures with the same formula, charge and spin is 128.5 kcal per mole. The maximum force is 3.1 eV/A.